1.
DFT (ωB97M-V/def2-TZVPD) results for one molecule with the formula C3H9N in a non-equilibrium geometry.

```
13
Properties=species:S:1:pos:R:3:forces:R:3:mulliken_charge:R:1
C -1.273492 -0.565755 0.067722 0.142 0.148 -0.296 -1.255
C 0.030254 0.151307 -0.361081 -0.083 -0.501 -2.492 0.512
C 1.343225 -0.565057 0.036625 -0.733 -0.959 1.001 -1.188
N 0.159132 1.532266 0.035444 -0.129 0.874 -0.463 -0.625
H -2.177064 0.085322 -0.046402 0.808 -0.550 -0.204 0.327
H -1.207695 -0.824563 1.102668 -0.046 -0.169 0.962 0.307
H -1.391488 -1.525131 -0.472865 -0.085 0.583 0.096 0.327
H -0.050340 0.136621 -1.498023 0.424 0.232 1.166 0.217
H 2.256469 -0.112608 -0.337742 -0.239 0.343 -0.289 0.316
H 1.368436 -1.645587 -0.251502 -0.221 0.791 0.238 0.312
H 1.410224 -0.508254 1.150827 0.041 -0.216 -0.638 0.284
H -0.014113 1.638941 1.009545 -0.025 0.074 0.911 0.220
H -0.453543 2.202493 -0.435212 0.147 -0.649 0.009 0.247
```
Forces are in eV/Å.

The HOMO energy comes out at -9.19 eV. The HOMO-LUMO gap comes out at 10.38 eV. For the LUMO energy, the calculation gives 1.19 eV. The energy relative to the best compared isomer or geometry (same formula, charge and spin) comes out at 22.8 kJ/mol. The calculation puts the energy at -174.4444 a.u.

***

2.
DFT (ωB97M-V/def2-TZVPD) results for one molecule with the formula C3H9N.

```
13
Properties=species:S:1:pos:R:3:forces:R:3:mulliken_charge:R:1
C 1.362111 -0.273975 -0.188934 -0.415 0.182 0.200 -0.888
N -0.098805 -0.275120 -0.177691 0.106 0.138 -0.324 -0.050
C -0.666910 -0.478799 1.136781 0.098 -0.506 0.188 -0.905
C -0.698016 0.846803 -0.882897 0.749 -0.046 0.081 -1.038
H 1.738687 -1.282137 -0.363982 0.169 0.052 -0.126 0.254
H 1.765360 0.067141 0.773435 0.055 0.045 0.025 0.287
H 1.725850 0.426963 -0.945622 0.047 -0.349 -0.061 0.347
H 0.030468 -0.192032 1.936008 -0.138 0.249 0.002 0.289
H -1.595924 0.072435 1.241994 -0.078 0.157 0.069 0.345
H -0.909273 -1.529683 1.319985 0.042 -0.069 -0.064 0.260
H -1.741733 0.633306 -1.068232 -0.330 0.173 0.111 0.372
H -0.216885 0.948108 -1.856620 -0.037 0.011 -0.002 0.371
H -0.560410 1.801556 -0.342695 -0.269 -0.037 -0.097 0.356
```
Forces are in eV/Å.

The HOMO energy comes out at -8.20 eV. The HOMO-LUMO gap comes out at 9.38 eV. For the LUMO energy, the calculation gives 1.19 eV. The energy relative to the best compared isomer or geometry (same formula, charge and spin) comes out at 82.2 kJ/mol. The calculation puts the energy at -174.4217 a.u.

***

3.
DFT (ωB97M-V/def2-TZVPD) results for an isolated ion of composition C3H9N and charge +1.

```
13
Properties=species:S:1:pos:R:3:forces:R:3:lowdin_spin:R:1
C -0.575293 0.215697 1.433278 0.167 -0.156 -0.361 0.041
C 0.188566 0.957571 0.310537 0.229 0.172 0.052 0.084
N 0.088357 0.299175 -0.954051 0.008 -0.178 -0.290 0.664
C 0.345442 -1.090864 -1.144897 0.305 -0.015 -0.120 0.084
H -0.966721 0.962073 2.113355 0.043 0.025 0.197 0.004
H -1.419961 -0.338472 1.020102 0.023 0.075 0.077 -0.001
H 0.082822 -0.474855 1.962096 -0.172 0.113 0.022 0.000
H -0.109470 1.994878 0.188042 -0.135 -0.025 -0.030 0.001
H 1.272098 0.963357 0.530501 -0.119 0.024 0.123 0.046
H -0.162107 0.803235 -1.802492 -0.017 0.282 0.196 0.010
H -0.563696 -1.533663 -1.567538 0.146 -0.224 0.016 0.033
H 0.653674 -1.552074 -0.217345 -0.189 -0.140 0.163 0.000
H 1.166289 -1.206059 -1.871588 -0.288 0.047 -0.045 0.034
```
Forces are in eV/Å.

The HOMO energy (spin up / spin down) comes out at -16.43 / -17.60 eV. The HOMO-LUMO gap (spin up / spin down) comes out at 13.09 / 9.97 eV. As for the spin multiplicity: 2. For the LUMO energy (spin up / spin down), the calculation gives -3.34 / -7.63 eV. Its total charge is +1. The energy relative to the best compared isomer or geometry (same formula, charge and spin) comes out at 0.0 kJ/mol. The calculation puts the energy at -174.1371 a.u.

***

4.
DFT (ωB97M-V/def2-TZVPD) results for a 2-piece molecular cluster, C3H9N2 overall in a non-equilibrium geometry.

```
14
Properties=species:S:1:pos:R:3:forces:R:3:mulliken_charge:R:1
C -0.344256 -1.112439 -0.682381 0.080 -0.227 -0.519 -0.368
C 0.138133 0.282524 -0.797177 0.230 -0.374 -0.405 -0.063
C 0.970683 -0.505039 2.528086 -0.801 0.212 -1.620 -0.572
N -0.465463 -0.179928 0.387077 0.300 0.348 2.182 -0.510
N -0.736384 1.289372 -1.511488 -0.073 0.041 0.117 -0.325
H -1.280996 -1.415291 -1.140250 -0.101 -0.052 -0.019 0.251
H 0.394184 -1.905985 -0.652233 0.149 0.051 -0.037 0.250
H 1.190013 0.513348 -0.903363 -0.012 0.105 0.027 0.354
H 1.851082 -0.861452 2.029114 0.240 -0.098 -0.003 0.304
H 0.896688 0.529341 2.796135 0.002 0.231 0.148 0.294
H 0.255435 -1.205470 2.905940 -0.170 -0.191 0.175 0.289
H -1.671715 1.222481 -1.079418 0.241 0.032 -0.192 0.395
H -0.805715 1.103010 -2.520361 0.027 0.126 0.264 0.359
H -0.391690 2.245529 -1.359680 -0.113 -0.203 -0.118 0.341
```
Forces are in eV/Å.

The HOMO energy (spin up / spin down) comes out at -13.99 / -12.58 eV. The HOMO-LUMO gap (spin up / spin down) comes out at 10.05 / 7.20 eV. For the LUMO energy (spin up / spin down), the calculation gives -3.94 / -5.38 eV. Its total charge is +1. The energy relative to the best compared isomer or geometry (same formula, charge and spin) comes out at 515.1 kJ/mol. The calculation puts the energy at -228.7906 a.u.

***

5.
DFT (ωB97M-V/def2-TZVPD) results for a 2-piece molecular cluster, C3H9N2 overall in a non-equilibrium geometry.

```
14
Properties=species:S:1:pos:R:3:forces:R:3:mulliken_charge:R:1
C 3.010223 -0.001647 -0.233213 0.780 -1.282 -0.400 -0.152
C -2.122456 0.268338 -0.258772 1.702 0.266 1.232 -0.767
C 0.384550 -0.578407 0.215517 2.725 4.525 3.029 -0.740
N 2.001250 0.641591 0.070370 -4.710 -1.785 0.659 -0.397
N -0.607238 0.499054 0.130956 -1.917 -3.038 1.160 -0.143
H 3.761744 0.728064 -0.438268 1.443 -0.020 -0.194 0.301
H 3.204045 -1.110844 -0.348413 -0.374 1.253 0.163 0.244
H -2.169691 -0.422209 -1.061291 0.239 0.154 -1.437 0.325
H -2.706482 -0.239958 0.472514 0.095 -0.076 1.316 0.353
H -2.440545 1.290347 -0.347445 -0.632 0.095 -0.746 0.350
H 0.585977 -1.060260 1.135597 -0.526 -0.438 0.729 0.388
H 0.579629 -1.008504 -0.643449 0.306 -2.536 -4.053 0.511
H -0.516261 1.052921 0.956205 -0.141 0.669 0.794 0.355
H -0.248231 1.006585 -0.598780 1.011 2.212 -2.252 0.372
```
Forces are in eV/Å.

The HOMO energy comes out at -13.81 eV. The HOMO-LUMO gap comes out at 9.97 eV. For the LUMO energy, the calculation gives -3.84 eV. Its total charge is +1. The energy relative to the best compared isomer or geometry (same formula, charge and spin) comes out at 420.3 kJ/mol. The calculation puts the energy at -228.8267 a.u.

***

6.
DFT (ωB97M-V/def2-TZVPD) results for an isolated ion of composition C3H9N2 and charge +1 in a non-equilibrium geometry.

```
14
Properties=species:S:1:pos:R:3:forces:R:3:mulliken_charge:R:1
C -0.804614 -1.673463 0.598725 -1.497 -1.940 -1.135 -1.301
C -0.056858 -0.528808 0.058566 2.970 2.080 1.579 0.819
N 1.272559 -0.607073 0.372314 1.558 -0.767 -0.050 -0.438
C -0.573479 0.670552 -0.299001 -3.311 -2.226 -0.545 -0.653
N 0.007041 1.935713 -0.649138 1.957 0.406 -0.001 -0.261
H -0.814058 -1.725796 1.685234 -0.082 0.533 -0.007 0.319
H -0.428287 -2.660952 0.290127 0.688 0.466 -0.071 0.407
H -1.810534 -1.780597 0.179795 -0.122 0.661 0.435 0.352
H 1.732252 -1.490733 0.570520 -0.761 0.009 0.043 0.223
H 2.014260 0.051823 0.168448 -0.721 0.360 -0.235 0.162
H -1.603557 0.552356 -0.633139 0.097 0.740 0.316 0.263
H 0.736330 1.833637 -1.368560 -0.380 0.227 -0.398 0.362
H 0.515550 2.444763 0.087356 -0.262 -0.390 0.451 0.381
H -0.705971 2.598655 -0.945221 -0.134 -0.158 -0.383 0.367
```
Forces are in eV/Å.

The HOMO energy comes out at -13.08 eV. The HOMO-LUMO gap comes out at 9.25 eV. For the LUMO energy, the calculation gives -3.83 eV. Its total charge is +1. The energy relative to the best compared isomer or geometry (same formula, charge and spin) comes out at 145.3 kJ/mol. The calculation puts the energy at -228.9315 a.u.